No. 1
{"formula": "C48H67N7O6PSiSr", "method": "ωB97M-V/def2-TZVPD", "symbols": ["Sr", "N", "C", "C", "C", "C", "C", "C", "C", "C", "C", "C", "C", "C", "N", "C", "C", "C", "C", "N", "H", "H", "H", "H", "H", "H", "H", "H", "H", "H", "O", "C", "O", "C", "C", "C", "C", "C", "C", "N", "C", "C", "C", "C", "C", "C", "N", "H", "H", "H", "H", "H", "H", "H", "H", "H", "H", "N", "C", "C", "N", "C", "C", "H", "H", "H", "H", "H", "H", "H", "H", "H", "H", "H", "C", "Si", "C", "C", "H", "H", "H", "H", "H", "H", "H", "H", "H", "C", "C", "C", "C", "H", "H", "H", "H", "H", "H", "H", "H", "H", "C", "C", "C", "C", "O", "P", "O", "O", "O", "C", "C", "C", "C", "H", "H", "H", "H", "H", "H", "H", "H", "H", "H", "H", "H", "H", "H", "H", "H", "H", "H"], "xyz": [[1.0680, 1.1971, -0.4383], [1.8129, 3.3644, 10.2100], [1.7133, 3.1326, 9.0849], [1.5922, 2.8422, 7.6896], [2.6928, 2.9645, 6.8361], [2.5675, 2.6656, 5.4966], [1.3434, 2.2458, 4.9351], [0.2497, 2.1343, 5.8251], [0.3644, 2.4184, 7.1689], [1.2385, 1.8679, 3.5318], [2.2787, 1.0044, 3.0332], [3.1879, 0.2516, 3.8188], [3.8747, -0.5951, 2.9471], [3.3636, -0.3304, 1.6775], [2.4052, 0.6167, 1.7136], [0.0180, 2.2175, 2.8355], [-0.9421, 3.1505, 3.2695], [-1.9894, 3.1267, 2.3398], [-1.6083, 2.2119, 1.3643], [-0.4061, 1.6508, 1.6474], [3.6461, 3.3011, 7.2222], [3.4292, 2.7644, 4.8517], [-0.7071, 1.8102, 5.4360], [-0.4954, 2.3093, 7.8177], [3.3057, 0.3090, 4.8895], [4.6456, -1.3110, 3.1890], [3.6274, -0.7916, 0.7362], [-0.8670, 3.7865, 4.1373], [-2.8892, 3.7243, 2.3514], [-2.1262, 1.9691, 0.4446], [1.7180, 5.1054, -4.8588], [2.8595, 4.4684, -5.1143], [3.6349, 4.8822, -5.9419], [3.0584, 3.2376, -4.2755], [2.9675, 1.9895, -4.8756], [2.8602, 0.8431, -4.1154], [2.8391, 0.8961, -2.7119], [3.0653, 2.1596, -2.1164], [3.1518, 3.3092, -2.8906], [2.5098, -0.1889, -1.9225], [2.8766, -1.4070, -2.3032], [2.3853, -2.5654, -1.6551], [2.8332, -3.8480, -2.0808], [2.3911, -4.9783, -1.4554], [1.4958, -4.8465, -0.3805], [1.0936, -3.5656, -0.0373], [1.4759, -2.4437, -0.6390], [1.1094, 4.5389, -4.2969], [2.9125, 1.9290, -5.9563], [2.6898, -0.1111, -4.5973], [3.1724, 2.2744, -1.0349], [3.2388, 4.2696, -2.3971], [3.5788, -1.5458, -3.1243], [3.5336, -3.9028, -2.9057], [2.7332, -5.9532, -1.7829], [1.1208, -5.6946, 0.1764], [0.4211, -3.4354, 0.8038], [-1.6452, -2.2888, 4.8302], [-0.3267, -1.5287, 4.7634], [-0.2854, -0.8429, 3.4260], [-0.3896, -1.8343, 2.3826], [-1.6612, -2.5010, 2.3867], [-1.7857, -3.2702, 3.6897], [-2.3976, -1.6000, 4.7529], [-1.7577, -2.7570, 5.7263], [0.4550, -2.2803, 4.8661], [-0.3148, -0.8375, 5.6050], [0.6674, -0.3278, 3.3432], [-1.0724, -0.0702, 3.3729], [-0.1449, -1.4308, 1.4852], [-1.7397, -3.2025, 1.5528], [-2.5208, -1.8112, 2.3034], [-0.9712, -3.9822, 3.8153], [-2.7492, -3.7635, 3.8133], [-4.4224, 0.1082, -2.2789], [-3.7734, -1.0999, -0.9994], [-4.7804, -2.6882, -1.1308], [-4.1134, -0.3955, 0.7187], [-5.3491, 0.5744, -1.9345], [-4.6327, -0.3980, -3.2249], [-3.7039, 0.9005, -2.4912], [-5.8317, -2.4498, -0.9412], [-4.4732, -3.4292, -0.3884], [-4.7167, -3.1545, -2.1144], [-4.4921, -1.1880, 1.3726], [-4.8764, 0.3845, 0.6777], [-3.2441, 0.0617, 1.1924], [-1.5255, -3.7585, -1.9661], [-1.3411, -2.2837, -2.2923], [-1.8945, -1.9275, -3.6673], [-1.9132, -1.3558, -1.2103], [-1.0986, -4.3934, -2.7464], [-2.5778, -4.0317, -1.8631], [-1.0141, -4.0164, -1.0340], [-0.2624, -2.0956, -2.3186], [-2.9642, -2.1537, -3.7433], [-1.3887, -2.4923, -4.4543], [-1.7679, -0.8631, -3.8774], [-1.5188, -0.3566, -1.4490], [-1.4833, -1.6313, -0.2378], [-1.7211, 3.4545, -5.9778], [-2.5960, 2.4503, -5.2486], [-3.9277, 3.0664, -4.8445], [-2.8066, 1.2040, -6.0981], [-1.9484, 1.9340, -4.0503], [-1.0654, 2.7269, -2.9900], [0.0384, 3.5092, -3.6176], [-0.6452, 1.6782, -1.9894], [-2.1323, 3.6951, -2.2834], [-1.8532, 5.0160, -1.7240], [-0.5617, 5.0027, -0.9200], [-1.7947, 6.0214, -2.8640], [-3.0469, 5.2781, -0.8195], [-2.1878, 3.6697, -6.9420], [-0.7208, 3.0599, -6.1502], [-1.6156, 4.3900, -5.4308], [-4.4287, 3.4741, -5.7259], [-3.7809, 3.8702, -4.1255], [-4.5767, 2.3161, -4.3931], [-3.3446, 1.4550, -7.0145], [-3.3866, 0.4658, -5.5436], [-1.8478, 0.7599, -6.3657], [0.2939, 4.7916, -1.5582], [-0.6244, 4.2836, -0.0994], [-0.4123, 5.9889, -0.4731], [-0.9409, 5.8320, -3.5121], [-1.7072, 7.0291, -2.4528], [-2.7085, 5.9769, -3.4589], [-3.0830, 4.5423, -0.0173], [-3.9729, 5.2245, -1.3942], [-2.9730, 6.2703, -0.3691]], "charge": -1, "total_energy_ev": -91589.7941, "homo_energy_ev": [-2.8, -3.1], "gap_ev": [3.543, 3.817], "molar_mass_g_mol": 984.79, "largest_force_ev_per_a": 1.26}



No. 2
{"formula": "C48H68CsN4P3Si2", "method": "ωB97M-V/def2-TZVPD", "symbols": ["Cs", "C", "Si", "C", "C", "N", "P", "C", "P", "N", "Si", "C", "C", "C", "C", "C", "C", "C", "C", "C", "C", "C", "C", "C", "C", "C", "C", "C", "C", "C", "C", "C", "C", "C", "C", "C", "C", "C", "H", "H", "H", "H", "H", "H", "H", "H", "H", "H", "H", "H", "H", "H", "H", "H", "H", "H", "H", "H", "H", "H", "H", "H", "H", "H", "H", "H", "H", "H", "H", "H", "H", "H", "H", "H", "H", "H", "N", "C", "N", "C", "C", "C", "C", "C", "C", "H", "H", "H", "H", "H", "H", "C", "C", "C", "P", "C", "C", "C", "C", "C", "C", "H", "H", "H", "H", "H", "H", "H", "H", "H", "H", "H", "H", "H", "H", "H", "H", "H", "H", "H", "H", "H", "C", "H", "H", "H"], "xyz": [[0.2763, 0.0701, 1.4821], [5.8903, -0.0687, -0.6794], [4.4869, -0.1209, 0.5966], [4.6645, 1.4893, 1.5694], [4.9414, -1.4939, 1.8166], [2.9362, -0.2522, -0.0173], [2.2210, -1.1896, -1.1059], [0.5911, -1.1916, -1.1075], [-0.7829, -1.7212, -1.8134], [-2.1249, -0.9047, -1.5065], [-3.7216, -1.3024, -1.8376], [-4.5922, -2.1887, -0.4121], [-4.7350, 0.2647, -2.1583], [-4.0671, -2.3997, -3.3477], [-0.5867, -1.8143, -3.6540], [0.2336, -2.7520, -4.2747], [0.4399, -2.7330, -5.6462], [-0.1449, -1.7427, -6.4223], [-0.9355, -0.7763, -5.8108], [-1.1571, -0.8206, -4.4443], [-1.1675, -3.4825, -1.3501], [-1.3947, -4.5484, -2.2124], [-1.7053, -5.8162, -1.7279], [-1.8110, -6.0374, -0.3662], [-1.6170, -4.9741, 0.5121], [-1.3067, -3.7208, 0.0213], [2.9541, -2.8914, -0.8977], [2.2573, -3.8032, -0.1127], [2.7766, -5.0534, 0.1832], [4.0152, -5.4280, -0.3207], [4.7203, -4.5373, -1.1182], [4.1956, -3.2828, -1.3946], [2.9257, -0.7009, -2.7521], [3.1420, -1.5634, -3.8201], [3.5757, -1.0907, -5.0524], [3.7917, 0.2651, -5.2405], [3.5674, 1.1436, -4.1845], [3.1426, 0.6624, -2.9597], [6.8570, 0.0814, -0.1897], [5.7358, 0.7443, -1.3927], [5.9444, -0.9944, -1.2516], [5.6801, 1.6073, 1.9572], [3.9741, 1.5019, 2.4144], [4.4345, 2.3558, 0.9463], [5.9304, -1.3356, 2.2565], [4.9374, -2.4697, 1.3265], [4.2100, -1.5322, 2.6274], [-4.5288, -1.6113, 0.5117], [-4.1210, -3.1563, -0.2264], [-5.6490, -2.3610, -0.6381], [-4.7203, 0.9277, -1.2940], [-5.7775, 0.0171, -2.3756], [-4.3307, 0.8168, -3.0101], [-3.6732, -3.4071, -3.2026], [-3.6162, -1.9957, -4.2558], [-5.1473, -2.4785, -3.5062], [0.7322, -3.5007, -3.6670], [1.0794, -3.4773, -6.1087], [0.0293, -1.7132, -7.4919], [-1.3833, 0.0128, -6.4051], [-1.7799, -0.0774, -3.9584], [-1.3487, -4.3939, -3.2831], [-1.8683, -6.6320, -2.4241], [-2.0510, -7.0246, 0.0115], [-1.7179, -5.1234, 1.5809], [-1.1707, -2.8966, 0.7152], [1.2809, -3.5153, 0.2532], [2.2086, -5.7386, 0.8019], [4.4271, -6.4051, -0.0950], [5.6869, -4.8181, -1.5234], [4.7611, -2.6016, -2.0179], [2.9665, -2.6250, -3.6927], [3.7332, -1.7838, -5.8716], [4.1239, 0.6376, -6.2030], [3.7267, 2.2078, -4.3218], [2.9752, 1.3377, -2.1279], [2.5416, 3.0429, 4.8999], [1.7370, 2.2148, 4.1589], [1.5508, 2.6441, 2.9433], [2.2808, 3.8155, 2.8539], [2.4501, 4.6806, 1.7738], [3.2509, 5.7920, 1.9529], [3.8793, 6.0473, 3.1815], [3.7239, 5.1988, 4.2643], [2.9147, 4.0834, 4.0754], [2.8343, 2.8827, 5.8454], [1.2865, 1.3114, 4.5619], [1.9754, 4.4644, 0.8262], [3.4076, 6.4758, 1.1287], [4.5061, 6.9248, 3.2820], [4.2178, 5.3946, 5.2077], [-5.2266, 1.5004, 1.5098], [-3.7578, 1.1324, 1.7110], [-3.6052, 0.0907, 2.8240], [-2.4660, 2.4475, 1.9729], [-2.6828, 3.0717, 3.7120], [-1.8089, 4.3160, 3.8786], [-4.0733, 3.2904, 4.3098], [-2.8760, 3.8567, 0.8197], [-4.0868, 4.7585, 1.0531], [-2.8713, 3.3003, -0.6074], [-5.8059, 0.5869, 1.3416], [-5.3787, 2.1402, 0.6413], [-5.6473, 2.0050, 2.3807], [-3.4059, 0.6563, 0.7847], [-4.0274, 0.4547, 3.7647], [-2.5643, -0.1738, 3.0284], [-4.1399, -0.8227, 2.5576], [-2.2042, 2.2663, 4.2837], [-2.2356, 5.1763, 3.3560], [-0.8043, 4.1479, 3.4867], [-1.7251, 4.5831, 4.9359], [-4.6585, 4.0196, 3.7534], [-3.9744, 3.6594, 5.3365], [-4.6435, 2.3644, 4.3526], [-1.9832, 4.4881, 0.9148], [-5.0205, 4.1982, 1.1025], [-4.1737, 5.4748, 0.2289], [-3.9899, 5.3330, 1.9734], [-3.7959, 2.7681, -0.8284], [-2.0514, 2.5983, -0.7749], [-2.7781, 4.1126, -1.3335], [-0.5264, -1.0085, 4.5965], [-0.8857, -1.9601, 4.1678], [-1.3733, -0.5931, 5.1714], [0.2447, -1.2847, 5.3367]], "charge": -2, "total_energy_ev": -101012.7679, "homo_energy_ev": -0.6, "gap_ev": 4.119, "molar_mass_g_mol": 983.10, "largest_force_ev_per_a": 0.62}